Molecular formula: C31H26Cl2NPS4SbW
Method: DFT, ωB97M-V/def2-TZVPD

Geometry as XYZ:
```
67
Properties=species:S:1:pos:R:3:mulliken_charge:R:1
W 1.495 0.022 -0.035 0.6427
Sb 1.901 -4.861 1.289 0.5808
Cl 0.187 1.789 -4.318 -0.1406
Cl 3.981 -0.241 -1.183 -0.0425
S 2.316 -1.898 1.271 -0.4927
S 1.901 -2.370 -0.734 0.1538
S 3.841 -5.478 0.471 -0.4006
S 0.598 -3.949 -0.755 -0.2638
P -0.946 -0.221 0.468 0.4977
N 1.377 0.648 -1.709 0.2009
C -3.249 -3.672 0.353 -0.7573
C 2.654 1.980 0.716 1.0876
C 2.108 0.575 -2.892 -0.8978
C 1.691 0.973 -4.159 0.5769
C 3.747 0.207 -5.143 -0.4219
C -1.748 -3.810 2.215 -1.0190
C -3.200 0.910 1.732 -1.0465
C -2.215 0.560 4.301 -0.7603
C 1.347 2.093 1.248 -0.8174
C -3.493 1.065 4.118 -0.7491
C 1.155 1.822 2.637 -0.5758
C -3.173 1.440 -3.203 -0.7050
C -1.912 -0.315 -2.152 -0.4806
C -2.635 0.160 -3.233 -0.8128
C -1.634 -1.915 0.713 1.0871
C -3.988 1.224 2.832 -0.7723
C -2.772 -4.361 1.456 -0.6302
C -2.699 -2.447 -0.006 -0.6284
C -2.243 1.775 -1.008 -0.9740
C 2.148 1.297 3.407 -0.4046
C 3.051 2.854 -0.448 -1.4856
C 3.689 1.467 1.573 -0.4697
C 4.235 -0.132 -3.890 -0.9398
C 3.414 0.071 -2.805 1.4922
C -1.426 0.251 3.202 -0.7719
C -2.943 2.260 -2.107 -0.8798
C 2.490 0.773 -5.272 -0.5569
C -1.770 0.466 -1.005 0.8766
C 3.439 1.101 2.856 -0.9582
C -1.891 0.455 1.903 1.7127
C -1.180 -2.605 1.840 -0.4946
H 2.121 1.080 -6.244 0.4511
H 1.978 1.101 4.459 0.4717
H 4.701 1.432 1.188 0.4748
H -2.094 2.412 -0.143 0.5615
H 4.364 0.049 -6.021 0.4067
H 5.233 -0.535 -3.761 0.4762
H -3.324 3.275 -2.097 0.4720
H 3.932 2.476 -0.963 0.3438
H -0.395 -2.185 2.444 0.4595
H -0.454 -0.185 3.365 0.5137
H -1.461 -1.299 -2.196 0.6478
H -3.126 -1.910 -0.838 0.4793
H 2.241 2.964 -1.163 0.3148
H 3.295 3.844 -0.056 0.4543
H -4.109 1.313 4.975 0.4052
H -3.749 1.807 -4.045 0.4137
H 0.219 2.111 3.084 0.8624
H -4.075 -4.076 -0.223 0.4609
H -1.830 0.395 5.300 0.4589
H -3.623 1.009 0.741 0.5119
H -2.766 -0.464 -4.109 0.4416
H 4.242 0.715 3.476 0.4636
H -3.214 -5.309 1.742 0.4231
H 0.648 2.751 0.756 0.4834
H -5.001 1.582 2.679 0.4546
H -1.400 -4.315 3.106 0.5343
```

Output
gap between HOMO and LUMO: 6.43 eV
HOMO level: -10.5459 eV
energy above the lowest of the compared OMol25 structures with the same formula, charge and spin: 152.41 kJ/mol
net charge: +1